1.
{"formula": "C30H43CrF5P2", "method": "ωB97M-V with the def2-TZVPD basis set", "s2": 3.9673, "lumo_energy_ev": [-3.885, -5.248], "largest_force_ev_per_a": 3.01, "total_charge": 1, "spin_multiplicity": 4, "orbital_gap_ev": [5.90, 4.52], "elements": ["Cr", "C", "C", "C", "C", "C", "C", "H", "H", "H", "C", "H", "H", "H", "C", "H", "H", "H", "C", "H", "H", "H", "C", "H", "H", "H", "C", "C", "C", "C", "C", "C", "C", "C", "H", "H", "H", "H", "H", "H", "H", "H", "H", "H", "H", "H", "P", "P", "C", "C", "H", "H", "H", "H", "C", "H", "H", "H", "C", "H", "H", "H", "C", "H", "H", "H", "C", "H", "H", "H", "F", "C", "C", "C", "F", "C", "F", "C", "F", "C", "F"], "coordinates": [[-0.303, 0.536, -2.087], [-0.601, -2.149, 2.419], [0.758, -2.442, 2.078], [0.758, -1.141, 3.978], [-0.590, -1.373, 3.610], [1.589, -1.738, 2.990], [-1.841, -2.571, 1.748], [-1.641, -2.969, 0.753], [-2.515, -1.711, 1.625], [-2.397, -3.339, 2.309], [-1.771, -0.829, 4.305], [-2.689, -1.028, 3.738], [-1.687, 0.262, 4.435], [-1.885, -1.273, 5.305], [1.218, -0.422, 5.177], [1.514, -1.125, 5.969], [0.420, 0.212, 5.577], [2.088, 0.207, 4.958], [3.058, -1.621, 2.927], [3.558, -2.316, 3.620], [3.381, -0.601, 3.189], [3.430, -1.826, 1.915], [1.271, -3.321, 1.009], [1.797, -4.185, 1.442], [1.994, -2.796, 0.370], [0.471, -3.699, 0.370], [-1.588, 0.659, -3.445], [-1.938, -0.810, -3.577], [-1.041, -1.584, -4.569], [0.466, -1.534, -4.263], [0.919, -0.730, -3.050], [1.299, 0.675, -3.236], [0.759, 1.463, -4.402], [-0.799, 1.342, -4.570], [-1.229, -1.209, -5.588], [0.970, -1.136, -5.152], [-1.349, -2.641, -4.622], [-1.010, 0.851, -5.528], [-2.464, 1.245, -3.131], [-2.967, -0.798, -4.008], [-1.210, 2.359, -4.662], [1.038, 2.521, -4.289], [2.278, 0.984, -2.846], [1.260, 1.153, -5.330], [0.864, -2.555, -4.178], [1.531, -1.346, -2.365], [-2.749, -2.293, -2.415], [2.287, 1.396, 0.532], [0.250, 2.430, -1.423], [1.568, 2.662, -0.685], [-0.617, 2.724, -0.816], [0.248, 3.090, -2.313], [2.361, 2.818, -1.434], [1.476, 3.587, -0.092], [3.280, 2.488, 1.613], [3.883, 1.836, 2.264], [2.598, 3.082, 2.237], [3.919, 3.149, 1.007], [3.579, 0.640, -0.532], [3.983, 1.397, -1.215], [3.133, -0.181, -1.112], [4.370, 0.235, 0.112], [-3.388, -1.176, -1.119], [-3.900, -1.768, -0.354], [-4.104, -0.501, -1.592], [-2.601, -0.561, -0.658], [-1.154, -2.745, -1.625], [-0.776, -1.923, -0.993], [-0.398, -2.939, -2.392], [-1.286, -3.662, -1.038], [0.534, 1.452, 2.729], [-0.657, 1.977, 2.299], [-1.243, 1.653, 1.110], [-2.404, 2.268, 0.734], [-3.047, 2.003, -0.447], [-2.984, 3.248, 1.567], [-4.098, 3.889, 1.166], [-2.389, 3.562, 2.790], [-2.951, 4.473, 3.609], [-1.231, 2.906, 3.180], [-0.663, 3.130, 4.388]], "atomic_forces_ev_per_a": [[-0.7, 1.4, 2.6], [0.4, -0.2, 0.4], [-0.3, 0.3, 0.1], [0.2, -0.1, -0.1], [0.0, 0.3, -0.1], [-0.1, 0.0, 0.1], [-0.4, -0.2, -0.6], [-0.1, 0.0, 0.3], [0.2, -0.2, 0.1], [0.2, 0.2, 0.0], [-0.5, 0.1, 0.0], [0.2, 0.1, 0.2], [0.1, -0.3, 0.0], [0.1, 0.1, -0.1], [0.0, 0.4, 0.2], [0.0, 0.0, -0.2], [0.2, -0.1, 0.0], [-0.1, -0.1, 0.0], [0.5, 0.1, -0.2], [-0.2, 0.1, -0.1], [-0.1, -0.3, 0.0], [-0.1, 0.0, 0.3], [-0.1, -0.2, -0.4], [-0.1, 0.2, -0.1], [-0.1, 0.0, 0.2], [0.1, 0.0, 0.1], [-0.5, 0.3, 0.2], [-1.5, -2.2, -1.1], [-0.4, -0.2, -0.4], [-0.2, -0.2, -0.3], [1.5, 1.1, -0.7], [0.9, -1.9, 0.0], [0.0, 0.1, -0.3], [-0.2, 0.6, -0.7], [0.1, -0.1, 0.3], [0.0, 0.1, 0.2], [-0.1, 0.3, 0.1], [0.0, 0.1, 0.2], [0.3, -0.1, 0.1], [0.6, 0.5, -0.4], [0.2, -0.3, 0.0], [-0.2, -0.3, 0.1], [-0.7, 0.1, 0.2], [-0.1, -0.1, 0.1], [-0.2, 0.3, 0.1], [-0.1, 0.7, -0.1], [1.7, 2.2, -0.2], [-0.9, -0.6, -0.5], [0.1, -0.1, -0.4], [0.5, 0.0, 0.2], [0.3, -0.4, -0.2], [0.0, -0.4, 0.1], [-0.1, 0.2, 0.3], [0.0, -0.1, -0.2], [0.0, 0.1, -0.2], [0.0, 0.4, -0.2], [0.3, -0.2, -0.2], [0.0, -0.1, 0.4], [0.1, 0.3, -0.1], [0.3, -0.3, 0.0], [0.2, 0.2, 0.1], [-0.1, 0.0, -0.3], [-0.2, 0.0, 0.2], [-0.1, 0.2, 0.0], [-0.1, 0.0, 0.2], [-0.2, -0.2, 0.0], [0.3, -0.4, 0.1], [-0.1, -0.3, 0.1], [-0.3, -0.2, 0.2], [0.2, 0.2, -0.1], [-0.2, -0.3, 0.3], [-1.2, 1.1, 0.3], [0.3, -1.6, -1.0], [0.0, 1.2, 2.0], [0.2, -0.1, 0.0], [0.1, -0.5, -1.0], [0.2, 0.0, 0.4], [-0.3, 0.1, 0.2], [0.2, -0.3, -0.4], [0.5, -0.6, -0.3], [-0.3, 0.2, -0.3]], "mulliken_charge": [-0.592, 0.921, 0.171, 0.426, 0.736, 0.999, -0.888, -0.319, 0.304, 0.414, -1.425, 0.341, 0.233, 0.366, -1.615, 0.361, 0.394, 0.372, -1.511, 0.391, 0.267, 0.338, -1.351, 0.425, 0.240, 0.266, 0.018, -0.748, -0.964, -1.386, -0.033, -0.255, -1.147, -1.302, 0.491, 0.339, 0.429, 0.315, 1.100, 0.463, 0.402, 0.441, 0.942, 0.622, 0.486, 0.584, -0.137, 1.187, -1.206, -1.579, 0.677, 0.772, 0.606, 0.576, -1.450, 0.381, 0.330, 0.434, -1.514, 0.474, 0.152, 0.499, -0.511, 0.513, 0.421, -0.332, -0.657, -0.111, 0.372, 0.772, -0.323, -0.147, 0.530, -0.081, -0.362, 0.074, -0.324, 0.527, -0.314, 0.074, -0.383]}

***

2.
{"formula": "C30H43F5P2SSm", "method": "ωB97M-V with the def2-TZVPD basis set", "s2": 8.7707, "lumo_energy_ev": [-3.203, -2.777], "largest_force_ev_per_a": 3.18, "total_charge": 1, "spin_multiplicity": 6, "orbital_gap_ev": [7.28, 7.74], "elements": ["Sm", "C", "C", "C", "C", "C", "C", "H", "H", "H", "C", "H", "H", "H", "C", "H", "H", "H", "C", "H", "H", "H", "C", "H", "H", "H", "C", "C", "C", "C", "C", "C", "C", "C", "H", "H", "H", "H", "H", "H", "H", "H", "H", "H", "H", "H", "P", "P", "C", "C", "H", "H", "H", "H", "C", "H", "H", "H", "C", "H", "H", "H", "C", "H", "H", "H", "C", "H", "H", "H", "F", "C", "C", "F", "C", "F", "C", "S", "C", "F", "C", "F"], "coordinates": [[-0.201, -0.330, 1.214], [-0.661, -2.723, 2.372], [0.692, -2.736, 1.902], [0.538, -1.242, 3.672], [-0.753, -1.804, 3.464], [1.435, -1.810, 2.709], [-1.775, -3.574, 1.881], [-1.543, -4.020, 0.909], [-2.700, -2.994, 1.775], [-1.999, -4.403, 2.575], [-1.935, -1.586, 4.336], [-2.818, -2.087, 3.918], [-2.159, -0.513, 4.422], [-1.764, -1.969, 5.357], [0.913, -0.360, 4.807], [0.872, -0.889, 5.774], [0.225, 0.494, 4.877], [1.929, 0.033, 4.679], [2.896, -1.548, 2.627], [3.470, -2.125, 3.371], [3.112, -0.486, 2.805], [3.287, -1.809, 1.636], [1.256, -3.622, 0.845], [1.643, -4.567, 1.266], [2.089, -3.130, 0.324], [0.490, -3.886, 0.104], [-1.717, 0.578, -4.380], [-1.770, -0.775, -4.406], [-1.032, -1.612, -5.393], [0.463, -1.218, -5.593], [1.126, -0.637, -4.386], [1.263, 0.700, -4.216], [0.511, 1.745, -4.982], [-0.965, 1.401, -5.360], [-1.542, -1.558, -6.370], [0.553, -0.559, -6.472], [-1.074, -2.670, -5.088], [-0.999, 0.963, -6.367], [-2.430, 1.130, -3.763], [-2.558, -1.309, -3.884], [-1.501, 2.356, -5.446], [0.497, 2.688, -4.405], [2.082, 1.086, -3.606], [1.057, 1.958, -5.917], [1.000, -2.143, -5.855], [1.656, -1.358, -3.754], [-1.544, -0.455, -1.092], [1.952, 0.952, -0.013], [-0.410, 0.853, -1.791], [0.652, 1.740, -1.085], [-1.055, 1.558, -2.337], [0.085, 0.232, -2.543], [1.240, 2.256, -1.859], [0.154, 2.531, -0.507], [2.796, 2.352, 0.752], [3.474, 1.980, 1.535], [2.063, 3.017, 1.229], [3.370, 2.911, 0.000], [3.176, 0.223, -1.139], [3.643, 0.999, -1.757], [2.725, -0.537, -1.788], [3.953, -0.274, -0.540], [-3.250, -0.135, -1.514], [-3.850, -0.867, -0.956], [-3.428, -0.218, -2.587], [-3.501, 0.871, -1.144], [-0.871, -2.047, -1.734], [0.091, -2.336, -1.291], [-0.732, -1.967, -2.820], [-1.598, -2.840, -1.509], [0.096, 5.477, 6.104], [-0.342, 4.511, 5.272], [-0.039, 4.556, 3.908], [0.745, 5.556, 3.431], [-0.546, 3.584, 3.052], [-0.209, 3.643, 1.725], [-1.376, 2.536, 3.493], [-2.050, 1.376, 2.395], [-1.628, 2.510, 4.883], [-2.411, 1.514, 5.395], [-1.130, 3.465, 5.767], [-1.402, 3.389, 7.088]], "atomic_forces_ev_per_a": [[-0.5, -0.3, 3.1], [0.7, 0.6, 0.1], [-0.3, 0.7, 0.7], [0.0, -0.8, -0.7], [0.9, -0.3, -0.5], [-0.9, -0.1, 0.0], [-0.5, -0.4, -0.1], [-0.1, 0.0, 0.1], [0.1, -0.2, 0.0], [0.1, 0.3, -0.2], [-0.5, 0.3, 0.2], [0.2, 0.1, 0.2], [0.0, -0.4, 0.0], [0.0, 0.0, -0.4], [0.1, 0.6, 0.2], [0.0, 0.1, -0.4], [0.2, -0.1, 0.1], [-0.2, -0.1, 0.1], [0.6, 0.1, 0.0], [-0.2, 0.2, -0.2], [0.1, -0.2, 0.0], [0.0, 0.0, 0.2], [0.1, -0.3, -0.2], [-0.1, 0.3, -0.2], [-0.1, -0.2, 0.0], [0.3, -0.1, 0.1], [-1.1, -1.7, -0.4], [-0.8, 1.6, -0.8], [0.6, -0.5, -0.3], [-0.7, -0.6, -0.4], [0.9, 1.3, -0.4], [0.7, -1.4, -0.7], [-0.2, 0.3, -0.3], [0.6, 0.7, -0.4], [0.1, -0.1, 0.3], [0.1, -0.1, 0.5], [-0.1, 0.3, -0.1], [0.0, -0.1, 0.4], [0.2, -0.3, 0.0], [0.2, 0.2, 0.3], [0.2, -0.2, -0.1], [0.2, -0.4, -0.2], [-0.5, -0.2, 0.4], [-0.1, 0.1, 0.3], [-0.1, 0.3, 0.0], [0.1, 0.4, -0.1], [0.6, 0.1, 0.7], [-0.1, -0.1, -0.1], [-0.1, -0.1, -0.5], [0.1, 0.1, 0.3], [0.3, -0.3, 0.3], [-0.1, 0.6, 0.1], [-0.4, 0.0, -0.1], [0.2, -0.2, 0.1], [0.2, 0.3, 0.2], [-0.1, 0.1, -0.3], [0.2, -0.2, -0.2], [-0.1, -0.1, 0.3], [0.2, -0.1, -0.1], [0.0, -0.2, 0.1], [0.0, 0.2, 0.1], [-0.2, 0.2, -0.2], [-0.4, -0.1, -0.3], [0.0, 0.2, -0.2], [-0.3, 0.1, 0.3], [0.1, -0.3, -0.1], [-0.5, 0.1, -0.7], [-0.2, 0.3, 0.1], [0.0, -0.3, 0.4], [0.2, 0.2, -0.1], [-0.2, -0.7, -0.6], [-0.1, 0.1, 0.2], [0.2, 0.4, 0.0], [-0.6, -0.8, 0.3], [-0.1, -0.2, -0.1], [-0.1, 0.1, 0.9], [0.8, 0.8, 0.8], [-0.1, -0.6, -0.7], [-0.5, -0.5, -0.1], [0.7, 1.0, -0.4], [0.0, 0.1, 0.2], [0.2, 0.1, -1.0]], "mulliken_charge": [0.256, 0.327, 0.631, 0.606, 0.628, 0.427, -1.672, 0.320, 0.394, 0.337, -1.135, 0.378, 0.099, 0.296, -1.273, 0.279, 0.091, 0.389, -1.421, 0.337, 0.313, 0.229, -1.547, 0.322, 0.314, 0.467, -0.141, -0.617, -0.977, -1.034, 0.150, -0.645, -1.117, -1.278, 0.455, 0.289, 0.332, 0.350, 0.870, 0.720, 0.415, 0.301, 0.924, 0.449, 0.438, 0.372, 0.942, 1.202, 0.977, -1.553, 0.766, -1.526, 0.538, 0.383, -1.285, 0.400, 0.271, 0.458, -1.339, 0.491, 0.098, 0.476, -1.341, 0.400, 0.433, 0.407, -0.525, -0.035, -0.383, 0.519, -0.280, 0.644, -0.039, -0.303, 0.102, -0.301, 0.723, -0.289, -0.171, -0.410, 0.189, -0.285]}

***

Number 1: E_tot -3394.80073 Ha. Number 2: E_tot -3406.83155 Ha.